[1]
Computed, not measured: a cluster of 4 separate species, C20H27FN6O7 in total in a non-equilibrium geometry, with wB97M-V/def2-TZVPD.

Structure (XYZ):
```
61
Properties=species:S:1:pos:R:3:forces:R:3:nbo_charge:R:1
N -1.579 1.649 3.624 -0.33 0.00 0.37 -0.36
C -1.706 1.140 2.603 0.53 -0.92 -2.21 0.53
O -1.680 0.597 1.358 0.30 1.87 1.76 -0.48
C -0.746 1.329 0.563 2.16 1.01 -1.54 0.23
C -1.070 2.676 0.046 0.81 0.33 -0.60 0.17
N -2.313 3.298 0.365 1.00 -1.65 -0.34 -0.79
C -0.124 3.458 -0.789 1.82 -2.56 0.49 -0.22
C 1.169 2.858 -1.147 -1.91 -1.46 1.76 -0.19
C 1.440 1.531 -0.610 -1.00 -1.23 1.06 -0.08
C 0.545 0.745 0.252 -0.80 2.66 -1.13 -0.17
C 1.203 -0.606 0.663 -1.18 2.51 -1.38 0.70
O 0.692 -1.460 1.323 0.92 -0.02 -0.19 -0.49
N 2.476 -0.555 0.008 1.50 0.08 1.12 -0.50
C 3.702 -0.919 0.766 0.95 -0.70 0.26 -0.34
C 3.544 -0.912 2.323 0.03 0.27 0.46 0.85
O 3.104 -1.778 2.988 0.12 0.08 -0.39 -0.49
F 4.021 0.220 2.994 -0.36 -0.80 -1.46 -0.35
C 2.685 0.620 -0.786 -2.58 2.53 -0.57 0.68
O 3.591 0.928 -1.515 0.33 -1.20 0.93 -0.53
H -2.670 3.857 -0.410 0.16 -0.16 0.32 0.40
H -2.965 2.552 0.617 -0.20 0.63 -0.04 0.38
H -0.337 4.484 -1.166 -0.26 -1.09 0.46 0.27
H 1.945 3.356 -1.764 -0.81 -0.34 0.52 0.24
H 4.516 -0.192 0.514 -0.78 -0.68 0.00 0.26
H 4.034 -1.956 0.479 -0.29 1.03 0.50 0.25
C -4.499 -4.349 -0.263 -0.54 0.05 -0.10 -0.41
N -5.132 -3.050 -0.365 0.27 0.22 0.05 -0.62
C -4.560 -1.821 -0.247 -0.31 0.24 -0.07 0.68
C -3.080 -1.754 0.025 0.00 0.04 -0.10 -0.72
O -5.244 -0.814 -0.361 0.13 -0.03 0.02 -0.64
H -4.656 -4.886 -1.201 0.19 -0.17 0.09 0.20
H -4.976 -4.905 0.547 0.21 -0.17 -0.02 0.20
H -3.433 -4.270 -0.067 -0.08 0.09 -0.01 0.21
H -6.124 -3.013 -0.546 0.06 -0.03 0.02 0.40
H -2.776 -0.712 0.092 -0.26 -0.27 -0.09 0.25
H -2.849 -2.243 0.973 0.15 -0.06 -0.10 0.23
H -2.526 -2.224 -0.790 0.06 -0.12 0.14 0.22
C -1.039 7.855 -5.631 -0.51 0.02 0.13 -0.41
N -1.484 6.983 -4.562 0.33 -0.23 0.14 -0.61
C -0.753 6.099 -3.837 -0.34 -0.04 0.14 0.68
C 0.716 5.975 -4.148 0.06 -0.04 0.05 -0.72
O -1.291 5.433 -2.961 0.10 0.05 0.00 -0.66
H -1.247 8.887 -5.345 0.15 0.06 -0.19 0.20
H -1.606 7.616 -6.532 0.18 0.14 -0.12 0.20
H 0.023 7.744 -5.834 -0.07 -0.05 0.08 0.21
H -2.457 7.010 -4.297 0.05 0.02 -0.04 0.40
H 1.160 5.232 -3.488 -0.14 0.04 -0.02 0.24
H 0.856 5.647 -5.180 0.10 0.13 0.01 0.23
H 1.219 6.929 -3.983 0.05 -0.04 -0.16 0.23
C 1.413 -7.095 3.801 0.25 -0.47 -0.12 -0.41
N 2.836 -7.176 3.538 0.08 0.32 0.03 -0.62
C 3.755 -6.172 3.552 0.37 -0.15 -0.05 0.67
C 3.275 -4.781 3.877 0.04 -0.04 -0.01 -0.72
O 4.928 -6.413 3.306 -0.09 0.06 0.00 -0.63
H 1.178 -7.749 4.643 -0.24 0.12 0.01 0.20
H 0.877 -7.450 2.918 -0.23 0.10 0.11 0.19
H 1.097 -6.082 4.032 0.11 -0.04 -0.03 0.22
H 3.231 -8.077 3.313 -0.04 0.05 0.02 0.40
H 4.118 -4.094 3.850 -0.02 -0.16 -0.03 0.25
H 2.540 -4.455 3.140 -0.08 0.07 0.17 0.23
H 2.843 -4.757 4.879 -0.14 0.08 -0.09 0.23
```
Positions in Å, forces in eV/Å.

Values from the calculation:
* frontier orbital gap: 8.131 eV
* SMILES: N#COc1c(N)ccc2c1C(=O)N(CC(=O)F)C2=O.CNC(C)=O.CNC(C)=O.CNC(C)=O
* highest occupied orbital energy: -8.85 eV
* 2S+1: 1
* net charge: 0
* E_tot: -1733.3677 hartree


[2]
Computed, not measured: a cluster of 2 separate species, C20H27N2O4 in total in a non-equilibrium geometry, with wB97M-V/def2-TZVPD.

Structure (XYZ):
```
53
Properties=species:S:1:pos:R:3:forces:R:3:nbo_charge:R:1
C 6.449 0.369 -0.505 0.09 -0.06 -0.01 -0.26
O 5.801 0.411 0.779 -1.39 -0.80 0.08 -0.45
C 4.631 -0.261 0.937 0.47 0.26 -0.20 0.43
C 3.931 -0.044 2.155 0.27 0.06 -0.07 -0.28
C 2.689 -0.592 2.341 -0.29 -0.12 -0.43 -0.10
C 2.059 -1.403 1.328 0.71 -0.36 -0.45 -0.12
C 0.709 -1.777 1.492 2.09 2.33 -2.31 0.05
C -0.119 -2.290 0.460 -0.69 -0.61 -1.33 -0.20
C -1.204 -3.217 0.664 0.44 0.55 -0.03 -0.12
C -1.911 -3.754 -0.386 -0.10 -0.02 -0.46 -0.26
C -1.601 -3.405 -1.723 0.14 0.04 -0.32 0.37
O -2.303 -4.033 -2.702 0.71 0.64 0.70 -0.46
C -1.937 -3.774 -4.069 -0.06 -0.01 0.11 -0.26
C -0.596 -2.433 -1.964 -0.56 -0.38 -0.09 -0.27
C 0.086 -1.877 -0.900 0.28 -0.54 0.36 -0.14
C 2.864 -1.740 0.184 0.05 0.38 0.20 -0.09
C 4.098 -1.155 -0.030 0.08 0.09 -0.06 -0.33
H 7.340 0.985 -0.382 -0.14 -0.13 -0.08 0.22
H 6.736 -0.656 -0.772 -0.03 0.26 0.12 0.19
H 5.805 0.797 -1.286 0.10 -0.10 0.26 0.19
H 4.393 0.585 2.917 -0.13 -0.14 -0.28 0.25
H 2.128 -0.368 3.250 0.17 -0.05 -0.21 0.23
H 0.265 -1.487 2.482 0.47 -0.30 -1.52 0.29
H -1.469 -3.567 1.660 0.07 0.07 -0.30 0.20
H -2.718 -4.471 -0.222 0.31 0.20 -0.01 0.25
H -2.659 -4.341 -4.656 0.15 0.12 0.02 0.22
H -2.013 -2.706 -4.309 -0.06 -0.25 0.07 0.19
H -0.920 -4.133 -4.278 -0.22 0.06 0.10 0.19
H -0.360 -2.132 -2.988 -0.13 0.00 0.50 0.23
H 0.822 -1.104 -1.121 -0.25 -0.15 0.17 0.23
H 2.483 -2.439 -0.562 0.13 0.13 0.32 0.23
H 4.655 -1.371 -0.950 -0.29 0.05 0.53 0.24
C -0.670 -1.833 8.559 -0.35 -0.23 -0.15 -0.65
C 0.628 -1.254 8.044 0.45 -0.15 0.56 0.27
C 0.578 0.249 7.966 -0.04 0.43 -0.14 -0.65
C 1.772 -1.706 8.938 0.44 -0.25 0.09 -0.62
O 0.964 -1.828 6.721 -0.71 0.45 -0.58 -0.52
C 0.131 -1.559 5.696 -0.18 -0.08 0.99 0.88
N 0.446 -2.335 4.616 -0.09 0.11 0.37 -0.49
N -0.398 -2.134 3.505 -1.77 -1.08 3.40 -0.65
O -0.834 -0.801 5.680 0.89 -0.80 -0.10 -0.66
H -0.616 -2.927 8.608 -0.03 0.17 -0.03 0.22
H -0.858 -1.458 9.569 0.06 -0.03 -0.13 0.23
H -1.504 -1.534 7.922 -0.01 -0.08 0.11 0.23
H 1.522 0.646 7.580 -0.10 0.00 0.03 0.21
H -0.245 0.558 7.326 0.14 0.17 0.14 0.25
H 0.419 0.654 8.968 0.05 -0.03 -0.06 0.23
H 2.745 -1.369 8.553 -0.29 -0.05 0.06 0.22
H 1.647 -1.293 9.948 -0.04 -0.06 -0.29 0.23
H 1.798 -2.802 9.029 -0.02 0.30 -0.08 0.22
H 1.345 -2.794 4.500 -0.44 0.30 0.02 0.42
H -0.707 -3.046 3.182 -0.34 0.16 0.33 0.37
H -1.172 -1.553 3.854 0.00 -0.46 0.15 0.43
```
Positions in Å, forces in eV/Å.

Values from the calculation:
* frontier orbital gap: 6.420 eV
* highest occupied orbital energy: -11.13 eV
* 2S+1: 1
* net charge: +1
* ΔE to the lowest compared entry with this formula, charge and spin: 58.48 kJ/mol
* E_tot: -1188.4366 hartree


[3]
Computed, not measured: a structure of composition C20H27N3O4PPtS, with wB97M-V/def2-TZVPD.

Structure (XYZ):
```
57
Properties=species:S:1:pos:R:3:forces:R:3:lowdin_spin:R:1
Pt -1.179 0.131 0.474 -0.38 0.19 0.13 0.56
O -2.824 -1.224 0.396 0.03 -0.06 -0.11 0.04
N -3.957 -0.759 -0.124 -0.09 0.01 0.05 0.00
C -4.866 -1.693 -0.488 0.01 0.02 0.03 0.00
C -6.080 -1.346 -1.005 0.02 0.01 0.00 0.00
C -6.373 0.015 -1.156 0.04 0.04 0.02 0.00
C -5.439 0.946 -0.789 -0.13 -0.03 -0.04 0.01
C -4.188 0.576 -0.260 0.10 -0.05 0.06 0.02
S -3.002 1.724 0.192 0.04 -0.09 -0.08 0.15
H -4.530 -2.705 -0.326 -0.01 -0.01 -0.01 0.00
H -6.780 -2.118 -1.286 0.00 -0.01 0.00 0.00
H -7.324 0.330 -1.562 -0.01 0.00 0.00 0.00
H -5.627 2.005 -0.895 0.00 0.00 0.00 0.00
N -0.238 -2.318 1.654 0.11 -0.28 0.19 0.04
C 0.971 -2.665 1.061 -0.01 -0.02 0.20 0.00
C 2.050 -3.144 1.766 -0.15 0.09 0.00 0.01
C 3.270 -3.418 1.122 0.09 0.00 -0.15 0.00
C 3.419 -3.231 -0.224 0.05 -0.03 0.11 0.01
C 2.335 -2.725 -0.978 -0.07 0.02 0.05 0.00
C 2.408 -2.471 -2.364 -0.09 0.05 -0.06 0.01
C 1.322 -1.951 -3.013 0.19 -0.05 -0.01 0.00
C 0.161 -1.672 -2.272 -0.07 0.07 0.16 0.02
N 0.051 -1.897 -0.986 -0.01 -0.17 -0.22 0.03
C 1.114 -2.430 -0.336 0.04 -0.01 -0.18 0.01
H -0.282 -2.519 2.641 -0.03 -0.01 -0.01 0.00
H -1.069 -2.627 1.167 0.01 0.19 -0.13 0.00
H 1.959 -3.322 2.831 -0.03 0.01 0.01 0.00
H 4.094 -3.798 1.714 0.02 -0.01 -0.02 0.00
H 4.353 -3.454 -0.725 0.01 -0.01 0.02 0.00
H 3.329 -2.689 -2.892 0.00 0.00 -0.03 0.00
H 1.341 -1.743 -4.075 0.03 0.00 -0.01 0.00
H -0.700 -1.225 -2.762 -0.03 -0.02 0.03 0.00
C 4.270 0.452 -0.195 -0.02 -0.01 0.00 0.00
C 3.236 1.239 0.575 0.05 0.03 0.02 0.01
O 1.974 0.560 0.457 -0.01 -0.01 -0.06 0.02
P 0.586 1.340 0.637 0.39 0.24 0.00 0.05
O 0.713 2.577 -0.400 -0.06 -0.01 0.03 0.00
C 0.360 2.368 -1.774 -0.02 -0.01 -0.02 0.00
C 0.037 3.709 -2.389 0.00 -0.02 -0.01 0.00
O 0.908 2.155 1.982 0.03 -0.11 0.05 0.01
C -0.145 2.754 2.749 -0.04 0.04 0.00 0.00
C 0.161 2.569 4.217 -0.01 0.01 -0.01 0.00
H 5.261 0.882 -0.043 0.00 0.02 0.00 0.00
H 4.047 0.460 -1.262 -0.01 -0.02 0.00 0.00
H 4.283 -0.584 0.145 0.01 -0.01 0.01 0.00
H 3.136 2.255 0.186 0.01 0.00 0.01 0.00
H 3.491 1.304 1.634 -0.01 -0.01 0.00 0.00
H -0.501 1.696 -1.824 0.02 0.01 0.00 0.00
H 1.203 1.889 -2.282 -0.01 0.00 -0.01 0.00
H -0.791 4.175 -1.855 -0.01 0.00 0.00 0.00
H -0.255 3.582 -3.433 0.01 0.00 -0.01 0.00
H 0.899 4.375 -2.349 0.00 0.01 0.01 0.00
H -1.098 2.286 2.487 0.02 0.00 0.00 0.00
H -0.192 3.812 2.482 -0.02 -0.01 0.00 0.00
H 0.220 1.507 4.459 0.00 0.00 0.00 0.00
H -0.628 3.018 4.822 0.00 0.01 0.00 0.00
H 1.109 3.039 4.478 0.01 -0.01 0.00 0.00
```
Positions in Å, forces in eV/Å.

Values from the calculation:
* frontier orbital gap (spin up / spin down): 6.389 / 7.413 eV
* highest occupied orbital energy (spin up / spin down): -5.93 / -7.16 eV
* 2S+1: 2
* net charge: 0
* ΔE to the lowest compared entry with this formula, charge and spin: 0.00 kJ/mol
* E_tot: -2102.4598 hartree


[4]
Computed, not measured: a structure of composition C20H27N3O4PPtS, with wB97M-V/def2-TZVPD.

Structure (XYZ):
```
57
Properties=species:S:1:pos:R:3:forces:R:3:lowdin_spin:R:1
Pt -0.066 -1.135 0.715 -0.29 -0.88 0.01 1.21
O -0.515 -0.206 2.757 -0.08 0.15 0.06 0.13
N 0.436 -0.419 3.656 -0.08 -0.04 -0.10 0.02
C 0.517 0.475 4.669 0.02 0.00 0.03 0.00
C 1.448 0.347 5.659 -0.01 0.03 0.01 0.01
C 2.334 -0.732 5.609 0.04 0.06 0.09 0.00
C 2.245 -1.622 4.574 -0.04 -0.13 -0.16 0.01
C 1.281 -1.481 3.560 -0.04 -0.01 0.00 0.01
S 1.122 -2.584 2.246 0.11 0.17 0.24 0.12
H -0.212 1.268 4.608 -0.01 -0.01 -0.01 0.00
H 1.481 1.081 6.450 0.01 -0.01 0.00 0.00
H 3.090 -0.858 6.373 -0.01 0.00 -0.01 0.00
H 2.919 -2.463 4.493 0.00 0.01 0.00 0.00
N 1.115 -2.212 -1.015 0.17 0.18 -0.10 0.15
C 1.893 -1.183 -1.679 -0.14 -0.13 0.09 0.06
C 2.379 -1.355 -2.970 0.07 -0.01 0.00 0.09
C 3.147 -0.352 -3.548 -0.02 0.03 0.04 0.03
C 3.444 0.799 -2.833 0.00 -0.02 -0.04 0.09
C 2.959 0.999 -1.529 0.03 0.04 0.08 0.02
C 3.235 2.152 -0.744 -0.06 -0.03 0.03 0.25
C 2.659 2.263 0.533 0.09 0.05 -0.11 0.07
C 1.813 1.293 0.999 0.00 -0.11 -0.16 0.18
N 1.532 0.171 0.269 0.19 0.37 -0.30 0.35
C 2.128 -0.010 -0.963 -0.05 0.13 0.17 0.04
H 0.605 -2.779 -1.682 -0.07 0.04 0.02 0.00
H 1.707 -2.813 -0.450 0.06 -0.06 -0.10 0.00
H 2.168 -2.273 -3.506 0.00 0.02 0.00 0.01
H 3.524 -0.477 -4.555 0.00 0.01 0.01 0.00
H 4.054 1.576 -3.280 0.01 -0.03 0.01 0.00
H 3.880 2.925 -1.139 -0.01 -0.01 0.01 0.02
H 2.858 3.124 1.158 0.00 0.00 -0.02 0.00
H 1.309 1.380 1.951 -0.02 -0.01 0.01 0.01
C -0.632 2.424 -1.334 -0.06 0.06 -0.03 0.00
C -1.557 1.939 -0.244 -0.05 -0.06 -0.08 0.00
O -2.396 0.838 -0.704 0.07 0.20 0.09 0.01
P -1.757 -0.629 -0.733 0.36 0.09 0.42 0.06
O -3.059 -1.546 -0.591 -0.16 -0.01 0.00 0.04
C -3.663 -1.698 0.714 0.01 0.06 -0.07 0.01
C -4.894 -0.830 0.829 -0.05 0.01 0.01 0.00
O -1.349 -0.931 -2.234 -0.02 -0.04 -0.19 0.01
C -2.257 -0.843 -3.360 0.02 0.02 0.08 0.00
C -2.228 0.537 -3.974 -0.01 0.02 -0.06 0.00
H -0.075 3.295 -0.985 0.02 -0.03 0.02 0.00
H -1.196 2.704 -2.226 0.03 0.02 0.06 0.00
H 0.092 1.656 -1.606 0.04 -0.05 -0.02 0.00
H -2.256 2.713 0.063 -0.07 0.01 -0.01 0.00
H -0.996 1.611 0.634 -0.01 -0.02 -0.01 0.00
H -2.929 -1.455 1.487 0.03 0.02 0.01 0.01
H -3.905 -2.755 0.807 -0.02 -0.03 -0.01 0.00
H -4.638 0.222 0.703 0.01 -0.02 0.01 0.00
H -5.347 -0.964 1.814 0.00 0.00 -0.01 0.00
H -5.629 -1.100 0.071 0.01 0.00 0.01 0.00
H -3.257 -1.129 -3.034 -0.01 0.02 -0.01 0.00
H -1.900 -1.589 -4.067 0.02 -0.03 0.00 0.00
H -2.688 1.273 -3.317 0.00 -0.04 -0.02 0.00
H -2.774 0.521 -4.919 0.00 0.02 0.02 0.00
H -1.199 0.838 -4.175 -0.01 -0.01 -0.01 0.00
```
Positions in Å, forces in eV/Å.

Values from the calculation:
* frontier orbital gap (spin up / spin down): 5.175 / 6.870 eV
* highest occupied orbital energy (spin up / spin down): -4.67 / -7.37 eV
* 2S+1: 4
* net charge: 0
* ΔE to the lowest compared entry with this formula, charge and spin: 11.17 kJ/mol
* E_tot: -2102.3845 hartree